Entry from the Open Molecules 2025 dataset: an isolated molecule of C7H10 (the ωB97M-V functional and the def2-TZVPD basis).

Highest occupied orbital energy ... -8.56 eV
Energy relative to the best compared isomer or geometry (same formula, charge and spin) ... 47.35 kcal/mol
Total charge ... 0
Total energy ... -272.64254 Eh
Lowest unoccupied orbital energy ... 1.17 eV
SMILES string ... C/C=C1/C[C@H]2C[C@@H]12

XYZ file:
```
17
Properties=species:S:1:pos:R:3:mulliken_charge:R:1
H 1.005 1.655 -1.567 0.3577
C -1.450 0.819 -0.305 -0.6974
H -2.370 0.093 1.712 0.3631
H -1.619 1.876 -0.076 0.2899
C 0.018 0.419 -0.219 0.0715
C -1.307 -1.521 0.536 -0.5496
H 2.458 -0.599 0.005 0.3058
C 1.109 0.851 -0.837 -0.0880
C 2.486 0.294 -0.627 -1.1436
H -1.368 -1.890 -0.487 0.1862
H -1.525 -2.265 1.298 0.2515
C -1.717 -0.126 0.874 -0.2695
H -1.962 0.570 -1.242 0.2514
C -0.241 -0.527 0.915 -0.3306
H 2.923 0.006 -1.591 0.3064
H 3.163 1.024 -0.168 0.2869
H 0.398 -0.679 1.780 0.4082
```

=====

Entry from the Open Molecules 2025 dataset: an isolated molecule of C7H10 (the ωB97M-V functional and the def2-TZVPD basis).

Highest occupied orbital energy ... -8.16 eV
Energy relative to the best compared isomer or geometry (same formula, charge and spin) ... 124.01 kcal/mol
Total charge ... 0
Total energy ... -272.52037 Eh
Lowest unoccupied orbital energy ... 0.25 eV

XYZ file:
```
17
Properties=species:S:1:pos:R:3:mulliken_charge:R:1
H 0.478 1.241 -1.911 0.3128
H 1.411 -0.743 -1.234 0.3698
H -1.547 -2.403 3.064 0.3904
C -0.692 -2.158 2.474 0.1419
C 0.671 -0.894 -0.427 -0.4499
H -0.086 -1.603 -0.812 0.2629
C -0.161 0.268 -0.047 -0.3235
C 1.304 -1.509 0.835 -0.7518
H -1.694 2.446 -0.060 0.2975
H 1.899 -2.393 0.583 0.3018
H -1.175 3.143 -1.627 0.3600
H 0.723 1.991 -0.328 0.1819
C 0.253 -1.861 1.792 -0.3455
H -2.057 1.604 -1.567 0.3096
C -0.014 1.423 -0.939 -0.1963
C -1.308 2.219 -1.058 -1.1262
H 1.995 -0.772 1.263 0.2646
```

=====

Entry from the Open Molecules 2025 dataset: an isolated molecule of C7H10 in a non-equilibrium geometry (the ωB97M-V functional and the def2-TZVPD basis).

Highest occupied orbital energy ... -7.79 eV
Energy relative to the best compared isomer or geometry (same formula, charge and spin) ... 86.90 kcal/mol
Total charge ... 0
Total energy ... -272.57951 Eh
Lowest unoccupied orbital energy ... 0.42 eV
SMILES string ... C=C=CC=C(C)C

XYZ file:
```
17
Properties=species:S:1:pos:R:3:mulliken_charge:R:1
H -0.965 -2.094 1.367 0.3726
H -0.436 0.151 -1.882 0.2649
C 1.616 1.054 0.061 0.2775
C -1.193 0.346 -1.117 -1.2460
C -0.803 -0.279 0.199 0.8387
C -1.280 -1.689 0.400 -1.3697
H -2.367 -1.765 0.331 0.3102
H -0.840 -2.325 -0.377 0.3079
H -2.137 -0.075 -1.482 0.4057
H 0.887 2.260 1.630 0.3687
C -0.229 0.396 1.236 -0.2472
H 3.626 0.779 -0.432 0.2586
H -0.211 -0.018 2.242 0.3234
C 0.726 1.428 0.952 -0.6809
H -1.346 1.426 -1.035 0.3480
H 2.361 -0.155 -1.440 0.2391
C 2.590 0.559 -0.654 -0.7715
```

=====

Entry from the Open Molecules 2025 dataset: an isolated molecule of C7H10 in a non-equilibrium geometry (the ωB97M-V functional and the def2-TZVPD basis).

Highest occupied orbital energy ... -8.55 eV
Energy relative to the best compared isomer or geometry (same formula, charge and spin) ... 51.32 kcal/mol
Total charge ... 0
Total energy ... -272.63621 Eh
Lowest unoccupied orbital energy ... 0.95 eV
SMILES string ... C=CC(C=C)=CC

XYZ file:
```
17
Properties=species:S:1:pos:R:3:mulliken_charge:R:1
H -0.433 0.538 -2.123 0.3373
H 0.899 0.695 1.626 0.2465
H -1.212 2.225 1.270 0.2983
C 0.180 -0.262 -0.130 0.8239
C 0.294 0.762 0.726 -0.2477
H -2.417 -1.257 -0.747 0.2658
C 1.988 -1.654 0.940 -0.9379
H -2.591 -0.332 -2.268 0.2715
H 2.421 -0.963 1.659 0.1952
C -0.701 -0.113 -1.289 -0.4997
H -0.815 2.335 -0.320 0.3407
H 0.401 2.928 0.748 0.3280
H 0.710 -2.373 -0.467 0.2992
C -0.320 2.122 0.647 -1.2863
C 0.974 -1.487 0.103 -0.0457
H 2.547 -2.572 1.080 0.2457
C -1.924 -0.591 -1.456 -0.6350
```

=====

Entry from the Open Molecules 2025 dataset: an isolated molecule of C7H10 in a non-equilibrium geometry (the ωB97M-V functional and the def2-TZVPD basis).

Highest occupied orbital energy ... -9.11 eV
Energy relative to the best compared isomer or geometry (same formula, charge and spin) ... 143.14 kcal/mol
Total charge ... 0
Total energy ... -272.48989 Eh
Lowest unoccupied orbital energy ... 1.01 eV

XYZ file:
```
17
Properties=species:S:1:pos:R:3:mulliken_charge:R:1
H -0.037 -1.250 -1.650 0.3872
H 3.217 -0.520 1.449 0.2948
C 2.199 -0.773 1.201 -0.4410
C 1.084 -0.235 1.548 -0.7042
H -1.591 -0.770 0.972 0.3157
H 1.940 -0.808 -0.459 0.1575
H -0.967 1.502 0.949 0.3355
H -2.368 -1.057 -0.599 0.3473
C -0.614 1.836 -0.028 -1.4448
H -1.480 2.127 -0.632 0.3452
C 0.167 0.749 -0.721 -0.0187
C -0.254 -0.737 -0.713 -0.0395
H -1.398 -2.335 0.162 0.3738
H 0.628 1.058 -1.654 0.3741
H 0.008 2.727 0.125 0.3751
C -1.473 -1.252 -0.001 -1.4512
C 0.938 -0.264 0.051 0.7933
```

=====

Entry from the Open Molecules 2025 dataset: an isolated molecule of C7H10 in a non-equilibrium geometry (the ωB97M-V functional and the def2-TZVPD basis).

Highest occupied orbital energy (spin up / spin down) ... -7.19 / -8.38 eV
Energy relative to the best compared isomer or geometry (same formula, charge and spin) ... 125.01 kcal/mol
Total charge ... 0
Total energy ... -272.51879 Eh
Lowest unoccupied orbital energy (spin up / spin down) ... -0.15 / 0.41 eV
SMILES string ... C=C[C@@]1(C)CC1=C

XYZ file:
```
17
Properties=species:S:1:pos:R:3:mulliken_charge:R:1
H 0.813 -0.154 -1.981 0.2895
C -1.131 0.728 0.765 -0.4090
H 3.211 0.688 0.687 0.2929
C -0.085 -0.031 0.044 1.0249
H -2.731 0.547 -0.610 0.2814
H 2.707 -0.832 -0.253 0.2896
C -0.126 -1.529 0.220 -1.3387
H -1.114 -1.919 -0.051 0.3755
H -0.847 1.138 1.734 0.2961
H -3.089 1.503 0.944 0.2765
C 2.444 0.139 0.152 -1.0178
H 0.605 -2.049 -0.410 0.3467
H 0.011 1.438 -1.619 0.2844
H 0.072 -1.800 1.263 0.3012
C 0.420 0.515 -1.225 -0.7881
C 1.227 0.680 -0.003 0.2518
C -2.386 0.937 0.342 -0.7569
```

=====

Entry from the Open Molecules 2025 dataset: an isolated molecule of C7H10 (the ωB97M-V functional and the def2-TZVPD basis).

Highest occupied orbital energy ... -9.28 eV
Energy relative to the best compared isomer or geometry (same formula, charge and spin) ... 56.99 kcal/mol
Total charge ... 0
Total energy ... -272.62718 Eh
Lowest unoccupied orbital energy ... 1.18 eV
SMILES string ... C1[C@@H]2CC3(CC3)[C@H]12

XYZ file:
```
17
Properties=species:S:1:pos:R:3:mulliken_charge:R:1
H 1.304 -1.147 1.185 0.4392
H -1.485 -0.596 -1.979 0.2462
C 0.367 1.052 1.253 -0.1634
H -1.266 1.636 -0.156 0.2740
H 0.395 1.981 -0.748 0.3181
H 1.501 -1.429 -1.560 0.2520
H -1.532 -0.008 1.739 0.1675
H 0.920 0.026 -2.501 0.2466
C 0.727 -0.676 -1.694 -0.7154
C -0.465 0.031 1.949 -0.7290
C 0.537 -0.421 0.928 -0.5701
C -0.703 -1.065 -1.387 -0.6697
H -0.915 -2.076 -1.049 0.2344
C 0.047 -0.167 -0.469 0.8395
H -0.215 -0.274 2.961 0.2643
C -0.218 1.304 -0.146 -0.8166
H 1.002 1.830 1.674 0.3824
```

=====

Entry from the Open Molecules 2025 dataset: an isolated molecule of C7H10BN in a non-equilibrium geometry (the ωB97M-V functional and the def2-TZVPD basis).

Highest occupied orbital energy (spin up / spin down) ... -7.36 / -7.72 eV
Energy relative to the best compared isomer or geometry (same formula, charge and spin) ... 108.72 kcal/mol
Total charge ... 0
Total energy ... -352.15429 Eh
Lowest unoccupied orbital energy (spin up / spin down) ... -0.29 / 0.21 eV

XYZ file:
```
19
Properties=species:S:1:pos:R:3:mulliken_charge:R:1
C -1.419 2.129 -0.256 0.2222
N 0.040 -0.601 0.047 0.0452
H -1.819 0.907 1.347 0.4466
H -1.978 -0.826 -0.222 0.4514
H 1.379 -1.200 -1.563 0.3523
C 2.192 -1.512 0.402 -0.6308
C -1.340 1.013 -1.189 -0.4844
H -1.175 -0.928 -1.704 0.3319
C -1.592 1.882 1.090 -1.0980
B 0.540 -0.073 1.247 -0.0259
H 3.057 -1.941 0.143 0.5000
H -1.134 3.103 -0.728 0.3108
C 1.963 -0.735 1.457 -0.3161
C 0.996 -1.468 -0.587 -0.5798
H 0.715 -2.431 -0.774 0.4315
H -1.180 2.496 1.849 0.3118
H -0.793 1.106 -2.128 0.2498
H 2.748 -0.526 2.317 0.2658
C -1.202 -0.395 -0.749 -0.7843
```

=====

Entry from the Open Molecules 2025 dataset: a cluster of 2 separate species, C7H10BN2O6 in total in a non-equilibrium geometry (the ωB97M-V functional and the def2-TZVPD basis).

Highest occupied orbital energy ... -14.76 eV
Energy relative to the best compared isomer or geometry (same formula, charge and spin) ... 49.72 kcal/mol
Total charge ... +1
Total energy ... -858.23597 Eh
Lowest unoccupied orbital energy ... -5.75 eV

XYZ file:
```
26
Properties=species:S:1:pos:R:3:mulliken_charge:R:1
O -1.139 1.522 -1.366 -0.2119
O -2.013 -0.344 3.217 -0.4467
H -1.371 -1.091 3.332 0.3015
H -0.584 3.525 -1.425 0.3206
H 1.445 -3.142 -0.595 0.4078
O -1.406 -0.551 -2.219 -0.5925
C 0.325 -1.254 0.351 0.2179
H -2.670 -0.617 -0.015 0.3998
C 0.285 2.292 -2.978 -0.3787
B -2.003 -0.135 1.777 0.7190
N 0.177 -0.258 1.353 0.9344
O -0.834 0.647 1.275 -0.3165
O 0.073 0.895 -3.141 -0.3167
H 3.196 -3.102 1.597 0.3844
H 0.653 2.388 -0.845 0.2042
C -0.872 0.526 -2.241 0.6819
H -0.454 -1.221 -0.508 0.2786
C -0.156 2.532 -1.567 -0.2698
O -3.003 -0.673 0.918 -0.5699
H -0.326 2.832 -3.706 0.2881
H 2.639 -1.166 3.386 0.3856
H 1.333 2.549 -3.137 0.3156
N 0.992 -0.228 2.395 -0.7603
C 2.359 -2.348 1.466 -0.2225
C 1.981 -1.211 2.443 -0.1479
C 1.374 -2.366 0.233 -0.6057
```

=====

Entry from the Open Molecules 2025 dataset: a structure of composition C7H10BrClNO in a non-equilibrium geometry (the ωB97M-V functional and the def2-TZVPD basis).

Highest occupied orbital energy ... -12.91 eV
Energy relative to the best compared isomer or geometry (same formula, charge and spin) ... 18.68 kcal/mol
Total charge ... +1
Total energy ... -3436.48307 Eh
Lowest unoccupied orbital energy ... -3.92 eV

XYZ file:
```
21
Properties=species:S:1:pos:R:3:mulliken_charge:R:1
Cl 2.269 0.888 -1.525 -0.0692
C 2.396 0.230 1.268 -0.2164
H -1.754 -0.383 -2.437 0.3244
C -0.823 0.111 -2.386 -0.7479
Br -0.055 -2.109 3.562 -0.0584
C 1.899 0.427 0.050 0.0239
C 0.277 -1.508 0.733 -0.7751
H -0.885 1.063 -1.969 0.4370
H 1.945 -0.067 3.448 0.4478
H 1.029 -2.101 0.398 0.4338
H -1.657 0.455 0.000 0.4409
O -0.073 -0.650 -1.347 -0.3740
C 0.636 -1.114 2.130 -0.2108
C -0.771 0.743 0.441 -1.1229
H -0.292 0.087 -3.239 0.2823
H -0.598 -2.049 0.796 0.6918
H -0.823 0.753 1.530 0.4154
H -0.301 1.609 0.272 0.4473
C 1.625 -0.254 2.390 -0.1033
H 3.402 0.533 1.373 0.5127
N 0.160 -0.209 -0.079 0.2208
```